{
  "formula": "C16H25N3O5PS2Sr",
  "method": "ωB97M-V/def2-TZVPD",
  "symbols": ["Sr", "C", "C", "C", "C", "C", "H", "H", "H", "H", "H", "O", "C", "N", "S", "O", "O", "C", "C", "C", "C", "C", "C", "H", "H", "H", "H", "N", "C", "P", "O", "O", "C", "N", "H", "H", "H", "H", "H", "H", "H", "H", "H", "H", "C", "S", "C", "H", "H", "H", "H", "H", "H"],
  "positions_angstrom": [[-0.949, 1.263, -0.349], [-2.355, 3.631, -0.666], [-1.242, 4.115, -1.355], [-0.182, 4.231, -0.458], [-0.628, 3.798, 0.807], [-1.978, 3.407, 0.686], [-3.334, 3.436, -1.079], [-1.218, 4.368, -2.405], [0.801, 4.603, -0.695], [-0.074, 3.783, 1.735], [-2.638, 3.165, 1.509], [-0.717, -3.500, -0.634], [-0.399, -2.577, -1.471], [-0.401, -1.312, -1.187], [-0.008, -0.428, -2.509], [1.129, 0.377, -2.158], [-1.176, 0.331, -2.854], [0.243, -1.772, -3.607], [0.589, -1.797, -4.937], [0.675, -3.052, -5.533], [0.421, -4.212, -4.810], [0.069, -4.165, -3.465], [-0.016, -2.921, -2.867], [0.781, -0.892, -5.496], [0.943, -3.130, -6.578], [0.496, -5.169, -5.308], [-0.136, -5.066, -2.903], [-2.107, -2.700, 1.455], [-1.658, -2.403, 2.832], [-1.351, -0.593, 3.091], [-2.142, -0.050, 4.222], [-1.351, 0.035, 1.730], [0.398, -0.445, 3.771], [0.362, 0.915, 4.394], [-2.780, -3.460, 1.488], [-1.134, -3.106, 0.259], [-2.607, -1.889, 1.097], [-0.757, -2.980, 3.054], [-2.411, -2.689, 3.569], [1.210, -0.486, 3.051], [0.555, -1.172, 4.565], [0.543, 1.625, 3.676], [1.052, 1.034, 5.134], [-0.610, 1.024, 4.773], [2.631, 3.196, 0.805], [1.884, 1.644, 1.347], [3.130, 0.540, 0.650], [3.698, 3.167, 1.018], [2.183, 4.021, 1.351], [2.456, 3.343, -0.255], [3.200, 0.712, -0.423], [2.812, -0.489, 0.810], [4.098, 0.692, 1.122]],
  "energy_ha": -2333.5389,
  "charge": 1,
  "lumo_energy_ha": -0.11713,
  "largest_force_ev_per_a": 1.0
}